(1)
The following is a DFT calculation (ωB97M-V/def2-TZVPD) of a 6-piece molecular cluster, C50H97BrNO18P overall.

Each line ends with the Löwdin charge.
Cartesian coordinates (Å):
1 H 0.5919 0.2299 2.7406  0.136
2 O 0.8856 4.5492 0.8125  -0.220
3 C -11.8975 -0.1979 2.1705  -0.112
4 H 5.8410 -1.8126 3.8981  0.116
5 H -1.1693 -2.7160 -2.3819  0.076
6 O 1.5223 -0.7323 1.1552  -0.096
7 H 3.4100 -6.6931 -2.2038  0.115
8 H 2.6209 -2.7767 0.3672  0.093
9 C 9.7242 -8.4905 0.6765  -0.204
10 C -11.3066 3.9380 -3.5256  -0.199
11 C 3.3021 0.7183 0.2376  -0.028
12 H 1.7560 -5.0240 -1.5497  0.115
13 C 8.0429 -8.3960 -0.9872  -0.100
14 H 10.4726 -10.2332 -2.8559  0.089
15 H -1.7476 7.0918 1.8880  0.089
16 H -11.0620 6.8485 -2.6282  0.085
17 H -1.3062 5.3782 1.8497  0.083
18 H -9.7703 4.7482 -5.6941  0.089
19 H 1.4662 5.4916 -0.9314  0.087
20 C -0.8804 -0.3869 -0.4355  -0.172
21 C 10.9767 -9.5858 -2.1376  -0.112
22 H -10.1757 6.4360 -5.3138  0.089
23 H 2.4052 4.3026 2.1417  0.122
24 H -1.9862 -2.7824 1.0721  0.067
25 H -10.2418 2.9991 1.0466  0.115
26 C 6.2412 -1.2597 3.0138  -0.131
27 H 3.9370 -4.1429 2.4876  0.073
28 O -10.2258 5.1598 -1.7138  -0.206
29 C 3.8826 -5.7099 -1.9669  -0.179
30 C -1.7446 -2.8332 -0.0160  -0.093
31 H -8.1103 1.6706 0.9422  0.084
32 C 0.6259 0.2989 1.6233  -0.135
33 O -12.0513 1.0221 1.4619  -0.195
34 H 7.1483 -8.3571 -0.3555  0.090
35 O 7.0501 -2.1570 2.2197  -0.137
36 H -3.0328 -1.0774 -0.6255  0.124
37 C 6.9396 1.0438 0.9441  -0.408
38 O -9.4239 1.7941 2.5319  -0.195
39 H -8.3482 0.1839 1.8868  0.090
40 C 4.6907 1.1263 0.2668  -0.002
41 H 0.3686 4.7999 3.4611  0.125
42 C -11.3667 4.3865 -2.0737  -0.198
43 C 2.8467 -0.3192 1.1475  -0.140
44 C 2.9617 1.2989 -2.2470  -0.079
45 H 5.7190 -4.7944 -4.8935  0.118
46 C 5.3151 -5.5690 -4.1807  -0.224
47 H 3.8673 -2.1586 3.9435  0.106
48 O 10.7460 -10.1043 -0.8369  -0.193
49 H 7.2082 3.0427 -3.0852  0.043
50 H 4.0135 0.9221 -2.2819  0.112
51 H -9.5254 7.0771 -1.7772  0.087
52 C 2.3729 -3.6238 1.0423  -0.180
53 H 4.7922 -5.8367 -1.3361  0.090
54 H -10.4106 3.3376 -3.7134  0.126
55 H 1.2677 -3.7800 1.1685  0.109
56 C -1.2405 6.2976 2.4356  -0.108
57 C -1.9970 -1.4672 -0.7750  -0.372
58 H -1.7447 6.1550 3.3981  0.084
59 H -8.1397 4.4187 1.4983  0.072
60 H -12.1788 3.3101 -3.7321  0.126
61 H 6.7148 -4.8169 0.3112  0.047
62 H -10.3087 3.6160 2.7031  0.125
63 O -7.4940 6.1620 2.3946  -0.187
64 H -12.0090 1.9295 3.3326  0.126
65 H 1.6532 5.9793 3.7573  0.125
66 H 3.0509 -3.7707 -1.4463  0.093
67 H -1.3578 2.1769 0.9826  0.076
68 H 6.9621 -0.4925 3.4034  0.137
69 C 0.9487 5.6094 3.0057  -0.201
70 C 0.6163 5.4615 -0.2424  -0.105
71 O 2.6982 0.0890 -4.4301  0.078
72 C -8.8507 1.0543 1.4643  -0.108
73 H 8.2320 -5.3494 -2.7628  0.098
74 C 2.3681 1.4409 -0.7960  -0.078
75 C -10.4831 6.5554 -1.7486  -0.116
76 H -6.7974 5.2332 0.6495  0.089
77 H 3.2493 -4.6971 -3.7995  0.120
78 H 2.2947 -4.0854 3.1723  0.121
79 H 11.7240 -8.4002 -0.1575  0.125
80 O 0.1044 6.6983 2.6560  -0.188
81 H 2.3029 -5.8634 0.7439  0.118
82 H -6.3559 7.8555 0.8379  0.084
83 C 4.2289 -4.8766 -3.2786  -0.185
84 H -2.7473 1.0579 0.7236  0.077
85 H 6.7904 -4.5316 -1.9137  0.074
86 H 10.5867 -8.5713 -2.2548  0.083
87 H 4.8113 -6.3795 -4.7562  0.124
88 C 7.1906 -4.9505 -2.8754  -0.106
89 H -5.3836 7.7418 3.0267  0.128
90 H -0.6861 -3.1489 -0.2136  0.071
91 H 2.1837 -1.7161 3.4832  0.118
92 H 8.2914 -9.4370 -1.2054  0.085
93 H 7.2088 -5.3887 1.9202  0.079
94 C 1.7392 5.1052 1.8083  -0.198
95 N 6.8514 2.0914 -0.0648  -0.169
96 C -0.8259 -0.0077 1.0868  -0.303
97 C 3.1539 -2.0889 3.0790  -0.117
98 H -11.3645 3.4987 -1.4334  0.118
99 H -4.7219 8.5720 0.7460  0.088
100 H -9.6034 0.7081 0.7524  0.084
101 H 8.2300 -4.1215 1.0070  0.087
102 H 2.9953 2.3257 -2.7089  0.137
103 H -12.2883 4.9420 -1.8728  0.128
104 O -11.3690 5.0426 -4.4199  -0.192
105 H 9.0251 -9.2360 1.0693  0.126
106 C -10.0908 5.4311 -4.8998  -0.112
107 C 3.0032 -3.5356 2.4888  -0.180
108 C 6.3410 -3.3554 1.9449  -0.275
109 C -6.3105 5.7813 3.0861  -0.197
110 H -4.2810 6.3984 3.3544  0.112
111 H 2.3123 2.5200 -0.5038  0.121
112 H 9.9759 -7.8055 1.4927  0.123
113 C 2.8943 -4.9796 0.3814  -0.193
114 H 7.8303 -7.8840 -1.9261  0.077
115 H 12.0498 -9.5890 -2.3524  0.087
116 H 7.2537 -4.0852 -3.5911  0.093
117 O 9.1102 -7.7130 -0.3435  -0.203
118 C 11.0044 -9.1499 0.1865  -0.202
119 C 5.1439 -0.6267 2.1031  -0.033
120 H -2.3924 -3.6271 -0.4764  0.080
121 H -0.2621 5.1065 -0.7828  0.091
122 O 5.1268 3.0309 -1.3030  0.094
123 O 8.0347 0.8219 1.3881  0.094
124 H -11.0218 -0.1899 2.8248  0.084
125 C 2.7970 -4.8353 -1.1875  -0.206
126 H -1.2109 -0.8729 1.6833  0.122
127 H 4.5779 -3.8673 -2.9324  0.103
128 H 3.9661 -5.1886 0.6288  0.089
129 H -8.4289 5.9191 0.5931  0.083
130 H -1.3214 -0.9697 -2.8648  0.058
131 H 3.5594 0.5492 -4.4521  0.104
132 C -10.4147 2.7152 2.0902  -0.209
133 O 7.8077 3.3485 -2.3738  -0.351
134 H -5.2410 7.3602 -0.4461  0.089
135 O -4.7686 6.6106 1.3924  -0.202
136 H 5.9394 -3.7860 2.9097  0.115
137 C -1.8109 1.2095 1.3113  -0.063
138 H -12.7937 -0.3952 2.7664  0.088
139 Br 7.7750 0.1751 -2.4569  0.214
140 C 2.1118 0.4195 -3.2083  -0.458
141 H -2.8124 -1.9788 -2.8345  0.074
142 H 5.4278 -3.2047 1.2980  0.110
143 P 8.1059 2.1068 -1.2985  0.640
144 C -11.8192 2.1637 2.2803  -0.198
145 C 7.2072 -4.4779 1.2647  -0.050
146 O 1.0124 -0.0018 -3.0029  0.109
147 H 0.0699 -0.7840 -0.8620  0.097
148 C 5.4704 2.1967 -0.5097  -0.403
149 H 0.9105 1.3379 1.3284  0.121
150 H -2.1117 1.2591 2.3902  0.080
151 C -5.1478 6.7063 2.7609  -0.200
152 C -7.7145 5.3888 1.2240  -0.093
153 H 0.4114 6.4702 0.1245  0.086
154 H 1.3252 1.0469 -0.7923  0.096
155 H -6.0547 4.7392 2.8691  0.128
156 H -9.3398 5.4454 -4.1067  0.082
157 C 5.5663 0.4092 1.2009  0.005
158 H -1.1685 0.5179 -1.0444  0.123
159 H -12.5394 2.9277 1.9717  0.124
160 O 6.3717 -6.0324 -3.3379  -0.229
161 C 3.7196 -1.0208 2.1101  -0.029
162 H 11.4593 -9.6933 1.0204  0.124
163 C -1.8299 -1.8095 -2.3287  -0.084
164 H -11.7758 -1.0006 1.4424  0.089
165 H -6.5289 5.8570 4.1558  0.125
166 H 2.3599 5.9006 1.3842  0.128
167 H -11.0210 6.8553 -0.8439  0.089
168 C -5.3083 7.6579 0.6005  -0.109

Cartesian forces (eV/Å) of the 2 atoms listed first:
0.16 0.27 -0.73
0.03 0.24 0.04

electronic energy = -171092.3050 eV
strongest force on any atom = 0.06093 hartree/bohr
spin multiplicity = 1
E_LUMO = -0.835 eV
energy above the lowest of the compared OMol25 structures with the same formula, charge and spin = 0.0 kcal per mole
Kohn-Sham gap = 0.30546 hartree

***

(2)
The following is a DFT calculation (ωB97M-V/def2-TZVPD) of a 4-piece molecular cluster, C50H97N5O10S overall.

Each line ends with the Löwdin charge.
Cartesian coordinates (Å):
1 H -0.4233 1.0489 -4.2067  0.106
2 H -0.8139 -5.6745 3.9308  0.155
3 H 0.2812 0.0190 0.7806  0.135
4 C -0.0088 -0.2371 -0.3356  -0.193
5 C -2.9709 -2.3699 2.6119  -0.212
6 H 3.1971 4.5791 3.5572  0.115
7 H -4.9384 -2.1566 3.7525  0.120
8 C 6.6139 6.2669 6.2554  -0.044
9 H -7.7110 -1.7531 -5.2484  0.085
10 H 0.3120 -7.3893 0.5430  0.070
11 C 7.0915 4.2241 5.0047  -0.046
12 H -5.2730 1.0334 -8.1676  0.118
13 H -4.5697 -0.9155 -3.8502  0.060
14 H -0.7831 9.5447 -2.5815  0.075
15 C 0.9570 -6.5329 5.0923  -0.099
16 H -2.4990 8.5024 0.3907  0.086
17 H -6.3856 0.5215 -5.9911  0.127
18 H -2.2885 10.2356 -1.9380  0.088
19 C -4.6784 6.0264 -2.1443  -0.046
20 H 4.6086 3.5417 3.5570  0.099
21 O -1.2710 0.4540 -0.7180  -0.110
22 H 2.6490 4.0502 5.8408  0.124
23 C -0.8710 1.2055 -1.9523  -0.273
24 H -0.4096 -2.2212 3.8364  0.145
25 C -0.1917 -5.4984 -0.6281  -0.222
26 H -3.7472 -2.8420 1.8393  0.141
27 H 6.0235 -2.5465 1.8464  0.127
28 H -2.7703 4.2899 -2.8888  0.116
29 H -0.2934 7.1251 -2.3146  0.124
30 H -1.6697 5.3428 -3.7581  0.125
31 H -5.6158 -4.1124 -8.1076  0.093
32 C -4.3018 -0.8789 -8.3703  -0.137
33 C 4.6965 -4.3161 2.6525  -0.178
34 H 2.4632 -5.6268 -2.2415  0.124
35 H -2.7300 -1.2983 2.2087  0.127
36 H -2.4294 -2.8896 5.7301  0.078
37 H 4.4164 2.0185 8.4000  0.091
38 H 0.4840 -7.6737 -1.3270  0.096
39 H -3.5334 -1.1076 4.4603  0.117
40 S 6.3721 -2.5206 4.3096  0.811
41 H -2.1394 -2.5769 -7.9974  0.072
42 H 5.8997 6.9700 6.6976  0.077
43 C 1.2792 -2.5743 -0.0048  -0.123
44 H 2.3944 -6.6275 2.6770  0.176
45 C -5.4920 -3.1137 -8.5433  -0.043
46 H -0.7062 4.8624 -1.6050  0.090
47 H 2.9924 3.0346 8.0854  0.076
48 H -0.2299 -2.0448 -1.7745  0.091
49 C -2.3631 5.3092 -2.9069  -0.140
50 H -6.3896 -0.3110 -8.2885  0.104
51 H 7.0380 -4.0276 2.4220  0.140
52 H 0.8763 0.1672 -1.0256  0.143
53 O 4.6551 4.9462 7.6905  -0.022
54 C -0.2284 -4.8994 -2.1495  -0.057
55 H -3.0177 -3.1173 -9.4141  0.085
56 H 4.5126 -5.8037 -2.9944  0.119
57 H 5.5191 1.8937 4.7842  0.052
58 H 5.3235 5.8599 3.8198  0.125
59 H -3.3486 -0.4102 -8.0913  0.123
60 H 7.1128 6.8102 5.4434  0.084
61 H 0.0957 -5.7545 -2.9166  0.094
62 C -1.0674 6.9855 -1.5480  -0.136
63 C -5.4839 -1.4106 -4.1948  -0.049
64 C -2.1931 8.0355 -1.7358  -0.479
65 C -1.5329 9.4545 -1.7879  -0.047
66 H 4.7866 0.8467 5.9598  0.076
67 H 0.1859 -0.4747 -3.2354  0.092
68 H -3.4008 6.1692 -5.3418  0.074
69 C 4.0097 4.2015 4.1915  -0.190
70 H 1.6469 -2.8334 2.8622  0.178
71 H -6.3162 -0.8255 -3.7843  0.085
72 C 4.8521 5.3745 4.6839  -0.137
73 O -2.3217 8.1216 -4.0774  -0.028
74 H -1.2833 -7.5704 -0.4910  0.098
75 C 5.3103 1.8048 5.8512  -0.060
76 C -0.0647 -1.8741 -0.6285  -0.154
77 C -1.5654 5.5455 -1.6268  -0.195
78 H 2.8835 2.5450 4.9718  0.120
79 H 3.5657 -4.1235 -1.5880  0.121
80 C -0.5343 -2.5651 2.6993  -0.118
81 C -3.5086 6.3362 -3.1191  -0.472
82 H 2.5349 -6.8340 0.0178  0.119
83 N -0.2088 -4.8051 0.5485  0.096
84 H -6.9752 -3.1894 -5.9448  0.092
85 C -5.4369 -0.0038 -7.8472  -0.184
86 C 3.3213 -5.2768 -1.4907  -0.208
87 O -3.2995 -2.0699 -5.7552  -0.055
88 O -1.8269 -3.2934 2.6615  -0.229
89 C 3.8106 -3.7319 1.3596  -0.126
90 H 7.1129 -0.3793 4.5279  0.123
91 H -5.5278 -2.4086 -3.7422  0.087
92 H 7.6390 4.9026 4.3387  0.088
93 C -0.7053 0.3105 -3.3392  -0.005
94 H -1.7454 -0.1917 -3.5322  0.096
95 H -4.6343 0.4680 -5.9165  0.120
96 H 7.8147 3.8315 5.7295  0.093
97 C -6.9899 -2.0947 -6.0016  -0.042
98 C 3.4136 3.4235 5.3622  -0.139
99 H 6.2612 1.7026 6.3869  0.094
100 N -4.5331 -2.4018 -6.3471  -0.023
101 C 6.0733 -3.3972 2.6804  -0.212
102 O 5.4610 -2.9797 5.4760  -0.362
103 C 0.2412 -5.2733 4.3192  -0.148
104 H 2.0262 -2.7323 -0.9221  0.116
105 H 4.9426 -5.4565 2.5601  0.127
106 H 0.6128 -6.5137 6.2334  0.110
107 H 0.5256 -4.0106 -2.3441  0.075
108 O 6.2364 -0.7933 4.2041  -0.252
109 H -0.5672 7.1355 -0.5827  0.123
110 O 7.8482 -2.7839 4.7647  -0.386
111 H -4.3296 -0.8775 -9.4674  0.126
112 C -4.1331 6.0835 -4.5318  -0.049
113 C 1.0331 -3.9865 0.7870  -0.305
114 C 1.9641 -5.5713 2.4151  0.124
115 H -1.0114 9.6796 -0.8494  0.082
116 H 7.3762 6.0314 7.0084  0.089
117 H -1.0127 -2.2963 -0.0398  0.127
118 H -4.2619 -3.2496 5.9848  0.091
119 H 6.7650 3.4038 4.3687  0.052
120 C -3.7835 -2.1897 4.0243  -0.225
121 C 3.1066 -5.8000 0.0477  -0.111
122 H 1.8066 -1.7370 0.6631  0.124
123 H -5.3172 5.2184 -2.5227  0.081
124 H -2.1691 5.3021 -0.7475  0.104
125 H -0.0155 -4.3900 5.0610  0.145
126 H -4.3440 5.6869 -1.1631  0.060
127 H 3.1336 1.4713 7.3114  0.080
128 H -5.2716 -3.2524 -9.6091  0.089
129 O -0.6055 2.5204 -1.9722  -0.001
130 N 0.9798 -4.8144 3.0637  -0.026
131 H -3.2544 -4.3700 4.7270  0.077
132 H -7.4211 -1.8013 -6.9597  0.063
133 H 3.5285 -2.6348 1.6514  0.117
134 N 5.3807 4.1067 6.8238  -0.026
135 C -3.0603 -3.0757 -8.3187  -0.048
136 C -3.3949 -3.2963 5.1720  -0.138
137 H -1.3482 -4.6325 -2.4060  0.117
138 H 4.1951 -6.0621 0.4619  0.138
139 H 2.1280 -6.5519 5.0275  0.085
140 H -4.5435 5.0686 -4.6031  0.078
141 C -5.5114 -0.0534 -6.3231  -0.137
142 C 5.9301 4.9638 5.7204  -0.478
143 C -3.0689 8.1007 -0.4564  -0.046
144 H 0.4925 -7.5189 4.6395  0.095
145 H 4.1782 6.1233 5.1212  0.125
146 C 4.4693 2.9845 6.4132  -0.470
147 H 4.5573 -3.7113 0.4592  0.130
148 H 4.0194 -4.1032 3.5996  0.116
149 H -6.4546 -2.6070 -8.5159  0.057
150 H -3.0384 -4.1090 -7.9508  0.086
151 C 2.4762 -4.7003 1.0817  -0.243
152 C 0.7785 -3.4823 2.3619  -0.135
153 H -0.5667 -1.5388 2.0901  0.128
154 C -0.1851 -7.1660 -0.4995  -0.051
155 C -5.5769 -1.4972 -5.7548  -0.473
156 C 3.7124 2.3484 7.6265  -0.045
157 N -3.0558 7.7571 -2.9326  -0.026
158 H -3.9336 8.7588 -0.6037  0.093
159 C -4.3521 -2.3339 -7.8360  -0.478
160 H -4.9521 6.7851 -4.7310  0.089
161 O 4.5545 -5.9709 -1.9912  -0.147
162 H -3.4306 7.1308 -0.1209  0.054
163 H -5.3274 6.8996 -2.0103  0.091

Cartesian forces (eV/Å) of the 2 atoms listed first:
-0.70 -1.42 1.88
2.25 1.11 0.74

electronic energy = -92154.7739 eV
strongest force on any atom = 0.17730 hartree/bohr
spin multiplicity = 4
charge = +1
<S²> = 3.764
E_LUMO (alpha / beta) = -4.134 / -4.134 eV
Kohn-Sham gap (alpha / beta) = 0.21498 / 0.23630 hartree

***

> The lowest electronic energy belongs to which entry?

C50H97BrNO18P

***

> Which of these has the lowest strongest force on any atom?

C50H97BrNO18P

***

> strongest force on any atom of number 2 (C50H97N5O10S)?

0.17730 hartree/bohr